1.
The following is a DFT calculation (ωB97M-V with the def2-TZVPD basis set) of a 3-piece molecular cluster, C2H11N2O2 overall.

Geometry (Å):
O -2.853 -1.135 -2.040
O -0.081 1.483 3.476
N 2.204 0.338 0.032
N 0.009 -0.450 -1.726
C 0.817 -0.127 0.505
C -0.171 -0.063 -0.425
H 0.331 -1.383 -1.931
H -3.695 -1.331 -1.614
H 0.415 0.707 3.751
H 2.253 1.253 -0.424
H 2.935 0.119 0.694
H 2.132 -0.188 -0.852
H -0.916 -0.442 -2.164
H -1.089 0.347 -0.019
H 0.113 2.146 4.147
H 0.682 -0.076 1.568
H -3.085 -1.198 -2.977

Its strongest force on any atom is 3.4 eV/A. As for the total charge: +1.

Charge distribution, Mulliken scheme, values in e: O -0.640; O -0.631; N -0.311; N -0.562; C -0.353; C 0.050; H 0.272; H 0.308; H 0.319; H 0.337; H 0.327; H 0.401; H 0.321; H 0.346; H 0.324; H 0.178; H 0.313


2.
The following is a DFT calculation (ωB97M-V with the def2-TZVPD basis set) of a 3-piece molecular cluster, C2H11N2O2 overall.

Geometry (Å):
O 3.407 -1.173 0.591
O -1.910 -1.847 0.824
N -1.331 2.539 -1.324
N 0.294 -0.467 0.187
C -0.208 0.502 -0.799
C -0.962 1.527 -0.428
H -0.415 -1.205 0.457
H 3.867 -1.957 0.919
H 4.130 -0.533 0.624
H -1.489 1.502 0.526
H -0.731 3.349 -1.330
H 1.246 -0.784 0.008
H -2.296 2.798 -1.240
H -1.958 -2.413 1.604
H -2.338 -2.344 0.111
H 0.462 0.056 1.050
H 0.235 0.450 -1.781

Its strongest force on any atom is 1.4 eV/A. As for the total charge: +1.

Charge distribution, Mulliken scheme, values in e: O -0.645; O -0.696; N -0.520; N -0.175; C -0.366; C -0.087; H 0.332; H 0.321; H 0.319; H 0.291; H 0.250; H 0.326; H 0.267; H 0.335; H 0.337; H 0.405; H 0.306


3.
The following is a DFT calculation (ωB97M-V with the def2-TZVPD basis set) of a 2-piece molecular cluster, C2H11N2OSi overall.

Geometry (Å):
Si 0.079 1.525 1.693
O 0.471 1.425 3.248
N 0.068 -1.583 -3.714
N -1.705 -1.962 -1.924
C 1.458 1.772 4.103
C -0.764 -1.001 -2.653
H -0.178 -0.393 -2.003
H -1.501 -0.360 -3.248
H 1.839 0.834 4.650
H -1.413 -2.952 -2.168
H -1.853 -1.889 -0.932
H 0.413 -0.937 -4.392
H 1.151 2.040 0.816
H 2.301 2.512 3.744
H 0.977 2.306 4.787
H -1.282 1.230 1.755
H -0.062 -2.568 -3.763

Its strongest force on any atom is 5.5 eV/A. As for the total charge: +1.

Charge distribution, Mulliken scheme, values in e: Si 0.581; O -0.119; N -0.478; N -0.536; C -0.490; C -0.021; H 0.076; H 0.208; H 0.254; H 0.204; H 0.193; H 0.194; H 0.087; H 0.287; H 0.298; H 0.096; H 0.167


4.
The following is a DFT calculation (ωB97M-V with the def2-TZVPD basis set) of a 2-piece molecular cluster, C2H11N4 overall.

Geometry (Å):
N -1.164 -1.122 -0.415
N -0.034 2.539 1.497
N 0.678 0.071 1.274
N 0.243 -1.567 -2.279
C 0.547 1.470 0.625
C -0.855 -1.793 -1.486
H 0.403 -2.225 -3.047
H -0.074 1.320 -0.262
H 1.643 -0.190 1.279
H -1.448 -2.573 -1.908
H 0.616 2.717 2.260
H -2.095 -1.215 -0.051
H -0.868 2.197 1.966
H 1.536 1.733 0.292
H 0.899 -0.814 -2.150
H 0.370 0.099 2.235
H -0.397 -0.648 0.172

Its strongest force on any atom is 3.1 eV/A. As for the total charge: +1.

Charge distribution, Mulliken scheme, values in e: N -0.245; N -0.609; N -0.758; N -0.302; C -0.345; C 0.165; H 0.249; H 0.306; H 0.226; H 0.350; H 0.284; H 0.240; H 0.235; H 0.342; H 0.224; H 0.210; H 0.429


5.
The following is a DFT calculation (ωB97M-V with the def2-TZVPD basis set) of a 2-piece molecular cluster, C2H11N5 overall.

Geometry (Å):
N -1.648 0.608 0.223
N 1.182 -0.751 0.652
N -2.428 -0.354 0.936
N 0.538 -1.900 0.163
N 1.470 1.480 0.681
C 1.101 0.359 -1.511
C 1.257 0.438 -0.012
H 0.048 0.217 -1.751
H 1.122 -2.351 -0.534
H -2.974 0.061 1.690
H 1.174 -0.674 1.661
H 1.442 1.284 -1.972
H -1.785 -1.027 1.348
H 1.601 2.324 0.133
H -1.140 1.251 0.839
H -2.289 1.155 -0.346
H -0.347 -1.650 -0.282
H 1.675 -0.471 -1.917

Its strongest force on any atom is 0.7 eV/A.

Charge distribution, Mulliken scheme, values in e: N -0.347; N -0.072; N -0.570; N -0.712; N -0.846; C -1.213; C 0.784; H 0.294; H 0.260; H 0.225; H 0.302; H 0.390; H 0.238; H 0.227; H 0.239; H 0.242; H 0.241; H 0.319


6.
The following is a DFT calculation (ωB97M-V with the def2-TZVPD basis set) of a 2-piece molecular cluster, C2H11N5 overall.

Geometry (Å):
N 0.165 -0.310 2.485
N -2.104 -1.126 1.276
N 0.130 -0.389 1.064
N 1.324 0.249 -1.415
N -1.005 -1.048 -0.811
C 1.290 1.674 -1.719
C -0.944 -0.890 0.544
H 2.184 -0.169 -1.754
H -1.929 -0.940 -1.203
H -2.750 -1.764 0.836
H 1.334 1.821 -2.799
H 1.263 0.101 -0.380
H 0.348 2.078 -1.350
H -1.910 -1.344 2.244
H -0.139 -0.561 -1.306
H -0.474 0.411 2.815
H 1.111 -0.035 2.730
H 2.107 2.241 -1.258

Its strongest force on any atom is 2.1 eV/A.

Charge distribution, Mulliken scheme, values in e: N -0.866; N -0.497; N -0.248; N -0.598; N -0.541; C -0.783; C 0.521; H 0.202; H 0.201; H 0.234; H 0.313; H 0.351; H 0.248; H 0.293; H 0.432; H 0.204; H 0.240; H 0.293


7.
The following is a DFT calculation (ωB97M-V with the def2-TZVPD basis set) of an isolated ion of composition C2H11N5 and charge +2.

Geometry (Å):
N -1.377 0.785 -0.120
N -0.763 -1.370 -0.700
N 2.210 -0.698 -0.173
N 1.370 1.484 0.526
N -2.588 0.052 0.086
C -0.292 -0.046 -0.206
C 1.003 0.273 -0.016
H 2.090 -1.236 -1.017
H -2.942 0.205 1.067
H -1.201 1.595 0.482
H 2.397 -1.274 0.742
H 2.901 0.038 -0.204
H -0.797 -1.139 -1.735
H -1.852 -1.218 -0.308
H 2.230 1.491 1.085
H -3.341 0.307 -0.638
H 1.316 2.201 -0.155
H -0.191 -2.170 -0.366

Its strongest force on any atom is 3.4 eV/A. As for the total charge: +2.

Charge distribution, Mulliken scheme, values in e: N -0.201; N -0.324; N -0.277; N -0.618; N -0.535; C -0.254; C 0.298; H 0.364; H 0.303; H 0.309; H 0.405; H 0.365; H 0.402; H 0.553; H 0.285; H 0.317; H 0.258; H 0.352


8.
The following is a DFT calculation (ωB97M-V with the def2-TZVPD basis set) of a 3-piece molecular cluster, C2H11NO2 overall.

Geometry (Å):
O 1.531 1.445 -1.673
O -0.939 1.708 -0.348
N 0.039 -1.412 0.972
C -0.568 -1.542 -0.341
C 0.620 -0.109 1.407
H -1.258 -2.386 -0.354
H 0.313 -1.805 -0.961
H -0.457 -1.704 1.795
H 1.418 0.498 -1.791
H -1.185 2.492 -0.840
H 1.654 -0.390 1.696
H -0.006 0.320 2.191
H 0.895 0.690 0.731
H -0.995 -0.671 -0.851
H 0.699 1.662 -1.206
H -1.761 1.203 -0.427

Its strongest force on any atom is 1.9 eV/A.

Charge distribution, Mulliken scheme, values in e: O -0.660; O -0.629; N -0.283; C -0.671; C -0.781; H 0.333; H 0.219; H 0.252; H 0.308; H 0.305; H 0.284; H 0.278; H 0.216; H 0.148; H 0.379; H 0.300


9.
The following is a DFT calculation (ωB97M-V with the def2-TZVPD basis set) of a 3-piece molecular cluster, C2H11NO2S overall.

Geometry (Å):
S -0.811 -1.264 -2.106
O 1.067 2.873 -1.090
O -3.092 0.407 1.998
N 2.044 -0.661 0.541
C 0.273 -1.794 -0.709
C 0.633 -0.457 0.038
H 0.737 2.505 -1.874
H 0.704 0.394 -0.690
H -0.046 -2.447 0.029
H -1.968 -0.883 -1.320
H -2.464 0.968 1.549
H 2.358 0.129 1.111
H -0.049 -0.268 0.949
H -2.888 0.629 2.891
H 1.913 -1.576 1.044
H 1.197 -2.232 -1.249
H 0.393 3.676 -1.112

Its strongest force on any atom is 4.2 eV/A. Its multiplicity is 2. As for the total charge: +1.

Charge distribution, Mulliken scheme, values in e: S 0.109; O -0.640; O -0.622; N -0.510; C -0.608; C -0.170; H 0.281; H 0.180; H 0.453; H 0.287; H 0.296; H 0.296; H 0.304; H 0.324; H 0.280; H 0.389; H 0.350


10.
The following is a DFT calculation (ωB97M-V with the def2-TZVPD basis set) of a 4-piece molecular cluster, C2H11NO2S2 overall.

Geometry (Å):
S 1.657 -0.740 -1.146
S -2.440 0.244 0.657
O 1.280 2.179 -0.580
O -1.717 -0.283 -2.623
N 0.390 -0.203 2.718
C 1.232 -0.050 1.463
C 0.886 -1.116 0.396
H 0.617 0.265 3.582
H 2.300 -0.209 1.702
H 0.966 0.941 1.036
H -3.476 0.846 0.076
H 1.305 -2.087 0.638
H -0.637 -0.220 2.488
H -0.245 -1.221 0.319
H 1.620 1.391 -0.989
H -2.149 -0.320 -1.661
H 1.334 2.832 -1.304
H -1.065 -1.040 -2.622

Its strongest force on any atom is 3.0 eV/A.

Charge distribution, Mulliken scheme, values in e: S -0.118; S -0.326; O -0.577; O -0.565; N -0.449; C -0.515; C -0.269; H 0.205; H 0.320; H 0.538; H 0.139; H 0.290; H 0.143; H 0.106; H 0.232; H 0.238; H 0.299; H 0.308


11.
The following is a DFT calculation (ωB97M-V with the def2-TZVPD basis set) of a 3-piece molecular cluster, C2H11NO3 overall.

Geometry (Å):
O -0.464 1.888 -0.633
O -0.280 -2.178 -0.308
O 0.173 -0.264 -2.347
N 0.396 -0.491 2.038
C -0.673 1.029 0.489
C 0.661 0.515 1.010
H 0.028 0.587 -1.955
H 0.223 -0.128 -3.321
H 1.286 -0.843 2.385
H -0.049 -1.293 1.596
H -1.313 0.180 0.223
H -1.160 1.577 1.297
H 1.388 0.194 0.259
H -1.042 2.667 -0.593
H 0.199 -1.771 -1.042
H -0.488 -3.057 -0.587
H 1.117 1.388 1.490

Its strongest force on any atom is 2.1 eV/A.

Charge distribution, Mulliken scheme, values in e: O -0.601; O -0.581; O -0.622; N -0.707; C -0.439; C -0.491; H 0.329; H 0.292; H 0.244; H 0.292; H 0.247; H 0.424; H 0.336; H 0.314; H 0.301; H 0.277; H 0.383


12.
The following is a DFT calculation (ωB97M-V with the def2-TZVPD basis set) of a 3-piece molecular cluster, C2H11NO3 overall.

Geometry (Å):
O -2.966 1.618 1.390
O 5.060 -0.198 -2.887
O 0.892 -3.052 0.511
N -0.775 0.784 0.962
C -0.757 0.442 -0.502
C -2.119 0.443 1.446
H 0.320 -2.660 1.199
H -0.207 -0.488 -0.644
H 4.421 0.522 -2.903
H -2.720 2.326 1.991
H 1.283 -2.164 0.366
H -1.773 0.480 -0.800
H -2.086 0.088 2.512
H -2.696 -0.206 0.798
H 4.705 -0.789 -3.559
H 0.009 1.066 -0.994
H -0.589 1.788 1.113

Its strongest force on any atom is 3.3 eV/A.

Charge distribution, Mulliken scheme, values in e: O -0.537; O -0.636; O -0.646; N -0.371; C -0.654; C -0.385; H 0.324; H 0.117; H 0.315; H 0.296; H 0.311; H 0.362; H 0.289; H 0.325; H 0.321; H 0.319; H 0.248


13.
The following is a DFT calculation (ωB97M-V with the def2-TZVPD basis set) of a 4-piece molecular cluster, C2H11NO4 overall.

Geometry (Å):
O -1.162 2.258 -1.086
O -1.939 -2.336 0.744
O 1.920 1.642 -0.665
O 0.420 -2.355 -1.082
N -0.541 0.296 1.277
C 1.346 0.645 -0.288
C 0.899 0.520 1.144
H -0.242 2.540 -1.180
H 1.415 -0.331 1.594
H -1.553 -1.525 1.119
H -2.821 -2.399 1.120
H 1.049 -3.045 -0.864
H 1.296 1.392 1.673
H -0.438 -2.511 -0.677
H 1.162 -0.166 -1.004
H -0.753 0.132 2.255
H -1.325 1.738 -1.880
H -1.020 1.151 1.006

Its strongest force on any atom is 0.8 eV/A.

Charge distribution, Mulliken scheme, values in e: O -0.650; O -0.706; O -0.506; O -0.608; N -0.513; C -0.084; C -0.512; H 0.321; H 0.330; H 0.366; H 0.306; H 0.293; H 0.329; H 0.334; H 0.470; H 0.303; H 0.324; H 0.202


14.
The following is a DFT calculation (ωB97M-V with the def2-TZVPD basis set) of a 4-piece molecular cluster, C2H11NO4 overall.

Geometry (Å):
O -4.846 0.873 -2.219
O 1.709 -2.263 0.555
O 0.092 3.170 0.327
O 2.889 -1.354 -1.811
N 0.990 -0.162 0.259
C 1.106 -1.347 1.067
C 0.240 -1.418 2.312
H 1.887 0.293 0.068
H 2.124 -1.284 -1.245
H 0.900 3.535 -0.050
H 0.040 0.207 0.239
H -0.525 3.814 -0.051
H -4.612 1.622 -2.777
H -0.679 -1.029 1.827
H 0.268 -2.475 2.521
H 0.612 -0.682 3.030
H 3.452 -2.052 -1.419
H -5.650 0.552 -2.633

Its strongest force on any atom is 3.0 eV/A. Its multiplicity is 2. As for the total charge: +1.

Charge distribution, Mulliken scheme, values in e: O -0.653; O -0.285; O -0.641; O -0.629; N -0.293; C 0.693; C -0.863; H 0.342; H 0.364; H 0.329; H 0.301; H 0.332; H 0.324; H 0.337; H 0.310; H 0.364; H 0.340; H 0.329


15.
The following is a DFT calculation (ωB97M-V with the def2-TZVPD basis set) of C2H11NO5 as an isolated structure.

Geometry (Å):
O -0.390 -1.073 0.826
O -1.936 1.890 -0.400
O 2.142 -0.231 -0.953
O -0.079 -0.359 -2.672
O -2.614 -0.285 0.206
N 1.522 -0.146 1.351
C 0.259 0.153 1.025
C 2.289 -0.903 0.184
H 0.092 0.800 0.208
H 3.379 -0.902 0.601
H -0.032 0.557 -2.880
H -2.125 0.874 -0.100
H 0.739 -0.674 -2.098
H -3.460 -0.721 0.065
H 1.948 -1.913 0.507
H -2.618 2.361 0.124
H 2.263 0.544 1.677
H -0.115 0.842 1.801
H -1.264 -0.815 0.529

Its strongest force on any atom is 4.8 eV/A.

Charge distribution, Mulliken scheme, values in e: O -0.416; O -0.721; O -0.553; O -0.634; O -0.814; N -0.145; C -0.474; C -0.392; H 0.509; H 0.369; H 0.293; H 0.488; H 0.408; H 0.197; H 0.291; H 0.263; H 0.379; H 0.415; H 0.538


Short version: energy above the lowest of the compared OMol25 structures with the same formula, charge and spin = 68.6 33.2 77.5 27.4 51.3 26.1 94.7 39.6 31.1 137.1 7.7 39.7 34.9 53.7 232.3 kcal per mole, in the order given.